# CH9N6

A 3-piece molecular cluster, CH9N6 overall at a distorted geometry (ωB97M-V/def2-TZVPD, the OMol25 dataset).

Geometry (Å):
C  2.194  0.990  -1.058
N  2.302  -0.028  -0.414
N  1.604  -0.878  0.119
N  1.354  -1.175  1.360
N  -0.247  -0.070  -1.186
N  0.122  1.129  -1.507
N  -2.568  0.124  0.918
H  2.582  1.379  -1.928
H  1.691  -0.584  2.133
H  1.267  -2.151  1.595
H  0.042  -0.901  -1.677
H  -1.023  -0.160  -0.445
H  -0.285  2.003  -0.966
H  -3.091  -0.135  0.173
H  -2.976  1.035  1.278
H  -2.970  -0.579  1.603

Summary:
Energy relative to the best compared isomer or geometry (same formula, charge and spin): 396.8 kJ/mol
HOMO-LUMO gap (alpha / beta): 7.142 / 8.326 eV
Multiplicity: 3
Total charge: +1

Atom-resolved charges from Löwdin, all expressed in e: number 1, C, carries 0.175; number 2, N, carries 0.016; number 3, N, carries -0.090; number 4, N, carries 0.136; number 5, N, carries -0.036; number 6, N, carries -0.016; number 7, N, carries 0.006; number 8, H, carries 0.081; number 9, H, carries 0.140; number 10, H, carries 0.126; number 11, H, carries 0.123; number 12, H, carries 0.093; number 13, H, carries 0.148; number 14, H, carries -0.037; number 15, H, carries 0.069; number 16, H, carries 0.067


# C9H17NO2

A 2-piece molecular cluster, C9H17NO2 overall at a distorted geometry (ωB97M-V/def2-TZVPD, the OMol25 dataset).

Geometry (Å):
C  4.117  0.402  -0.031
C  3.085  -0.691  0.079
C  3.090  -1.699  -0.798
C  2.018  -0.515  1.115
C  -6.116  -0.605  -0.074
C  -3.807  -0.567  0.188
C  -2.546  0.192  0.056
C  -1.567  0.831  -0.271
C  -0.457  1.704  -0.692
H  5.977  -0.253  0.236
H  5.837  0.795  -0.987
H  3.689  1.237  -0.662
H  4.224  0.826  0.982
H  3.710  -1.675  -1.693
H  2.533  -2.626  -0.582
H  2.458  -0.655  2.105
H  1.217  -1.268  0.953
H  0.845  0.922  1.801
H  -6.923  -0.248  -0.716
H  -6.403  -0.493  0.987
H  -5.909  -1.672  -0.272
H  -3.707  -1.521  -0.364
H  -3.966  -0.881  1.228
H  -0.082  2.263  0.162
H  0.334  1.126  -1.153
H  -0.827  2.465  -1.384
N  5.411  -0.026  -0.573
O  1.469  0.801  1.067
O  -4.943  0.141  -0.325

Summary:
Energy relative to the best compared isomer or geometry (same formula, charge and spin): 420.3 kJ/mol
HOMO-LUMO gap: 9.751 eV
SMILES string: C=C(CN)CO.CC#CCOC
Multiplicity: 1
Total charge: 0

Atom-resolved charges from Löwdin, all expressed in e: number 1, C, carries -0.260; number 2, C, carries -0.311; number 3, C, carries 0.055; number 4, C, carries -0.228; number 5, C, carries -0.123; number 6, C, carries -0.253; number 7, C, carries 0.008; number 8, C, carries -0.064; number 9, C, carries -0.106; number 10, H, carries 0.068; number 11, H, carries 0.063; number 12, H, carries 0.136; number 13, H, carries 0.112; number 14, H, carries 0.061; number 15, H, carries 0.070; number 16, H, carries 0.117; number 17, H, carries 0.126; number 18, H, carries 0.101; number 19, H, carries 0.088; number 20, H, carries 0.091; number 21, H, carries 0.085; number 22, H, carries 0.122; number 23, H, carries 0.116; number 24, H, carries 0.063; number 25, H, carries 0.071; number 26, H, carries 0.083; number 27, N, carries -0.002; number 28, O, carries -0.103; number 29, O, carries -0.187